Record 1
{
  "formula": "C21H64N3O12",
  "method": "ωB97M-V with the def2-TZVPD basis set",
  "symbols": ["C", "C", "C", "C", "C", "N", "C", "N", "N", "C", "C", "C", "H", "H", "H", "H", "H", "H", "H", "H", "H", "H", "H", "H", "H", "H", "H", "H", "C", "O", "H", "H", "H", "H", "C", "O", "H", "H", "H", "H", "C", "O", "H", "H", "H", "H", "C", "O", "H", "H", "H", "H", "C", "O", "H", "H", "H", "H", "C", "O", "H", "H", "H", "H", "C", "O", "H", "H", "H", "H", "C", "O", "H", "H", "H", "H", "C", "O", "H", "H", "H", "H", "C", "O", "H", "H", "H", "H", "C", "O", "H", "H", "H", "H", "C", "O", "H", "H", "H", "H"],
  "positions_angstrom": [[2.4583, -2.4557, -1.6929], [2.9851, -3.7769, -2.2848], [2.0825, -5.0325, -2.0220], [0.7735, -4.7636, -1.3427], [-0.2826, -3.9789, -1.6743], [-1.2346, -4.1374, -0.7006], [-0.7956, -4.9821, 0.2200], [0.4247, -5.3560, -0.1375], [1.1923, -6.2427, 0.6577], [2.1539, -5.5883, 1.2497], [1.9935, -4.2789, 1.9815], [3.5569, -6.1606, 1.2241], [3.2583, -1.7050, -1.6361], [2.0755, -2.5520, -0.6656], [1.6205, -2.1206, -2.3037], [3.9617, -3.9855, -1.8390], [3.0657, -3.6381, -3.3651], [2.6410, -5.7095, -1.3697], [1.9096, -5.6068, -2.9375], [-0.3243, -3.3569, -2.5529], [-2.1331, -3.6781, -0.7182], [-1.3287, -5.3132, 1.0978], [2.6890, -3.5528, 1.5395], [2.3045, -4.4546, 3.0167], [0.9844, -3.8660, 1.9518], [4.1643, -5.3638, 0.7768], [3.9001, -6.3882, 2.2370], [3.5438, -7.0270, 0.5625], [0.9140, 0.8341, -4.5574], [1.2350, -0.3997, -3.8988], [1.7176, 1.5424, -4.3710], [0.8192, 0.6704, -5.6317], [-0.0172, 1.2293, -4.1608], [0.5129, -1.0087, -4.0780], [-1.9727, 1.3958, -1.2479], [-0.7733, 1.6423, -1.9801], [-2.6299, 2.2530, -1.3627], [-2.4756, 0.5069, -1.6404], [-1.7482, 1.2560, -0.1866], [-0.2022, 0.8752, -1.8711], [5.8548, -0.7286, -0.7920], [4.9147, 0.0625, -0.0764], [5.7077, -1.7715, -0.5152], [5.6875, -0.6109, -1.8664], [6.8760, -0.4321, -0.5427], [5.0510, 0.9825, -0.3295], [-5.8303, 3.1594, -1.7938], [-5.5433, 1.9217, -1.1470], [-5.0129, 3.8482, -1.5931], [-5.9194, 3.0128, -2.8740], [-6.7585, 3.5850, -1.4061], [-6.2740, 1.3221, -1.3316], [-3.2810, 0.9179, -4.8703], [-2.1338, 0.3783, -5.5271], [-2.9552, 1.7461, -4.2459], [-4.0013, 1.2836, -5.6052], [-3.7537, 0.1589, -4.2409], [-2.4332, -0.3517, -6.0762], [4.2579, 3.2544, 1.8361], [4.8758, 3.7335, 0.6388], [4.0540, 2.1923, 1.7134], [4.9323, 3.3971, 2.6842], [3.3224, 3.7830, 2.0159], [5.0519, 4.6701, 0.7580], [0.9510, 3.8318, 4.4100], [1.9778, 4.6002, 3.7943], [0.9285, 2.8512, 3.9377], [1.1540, 3.7123, 5.4768], [-0.0191, 4.3178, 4.2757], [1.9826, 5.4627, 4.2253], [-8.1736, -1.2975, -0.0530], [-6.9590, -1.0806, -0.7726], [-8.8050, -0.4224, -0.1808], [-8.6943, -2.1749, -0.4428], [-7.9654, -1.4363, 1.0102], [-6.4111, -1.8590, -0.6517], [0.5569, 5.4478, 1.0099], [-0.8260, 5.7541, 0.8304], [1.0219, 6.2513, 1.5741], [0.6638, 4.5146, 1.5635], [1.0479, 5.3605, 0.0373], [-1.2143, 5.0308, 0.3292], [-1.3945, -9.4182, 0.0001], [-0.4007, -8.6351, -0.6580], [-1.4367, -10.3900, -0.4836], [-1.1356, -9.5534, 1.0534], [-2.3738, -8.9375, -0.0780], [-0.3713, -7.7801, -0.2220], [3.6144, 7.7610, 6.4724], [2.9592, 6.8401, 5.6006], [2.8533, 8.3488, 6.9783], [4.2048, 7.2226, 7.2167], [4.2617, 8.4292, 5.9009], [3.6465, 6.3286, 5.1616], [-4.4344, 5.8910, 2.5634], [-4.1321, 5.9179, 1.1742], [-5.4578, 5.5427, 2.6826], [-3.7598, 5.2077, 3.0870], [-4.3449, 6.8922, 2.9922], [-3.2246, 6.2285, 1.0860]],
  "lowdin_charge": [-0.09, -0.19, -0.09, -0.16, 0.01, 0.13, -0.04, -0.04, 0.15, -0.32, 0.00, 0.00, 0.07, 0.07, 0.04, 0.10, 0.11, 0.09, 0.13, 0.14, 0.18, 0.17, 0.09, 0.11, 0.08, 0.10, 0.10, 0.09, -0.14, -0.15, 0.09, 0.08, 0.05, 0.06, -0.15, -0.14, 0.07, 0.07, 0.08, 0.06, -0.17, -0.14, 0.07, 0.08, 0.08, 0.07, -0.15, -0.14, 0.07, 0.07, 0.08, 0.05, -0.14, -0.13, 0.08, 0.08, 0.07, 0.07, -0.14, -0.13, 0.07, 0.08, 0.05, 0.07, -0.14, -0.16, 0.08, 0.08, 0.08, 0.05, -0.14, -0.13, 0.08, 0.08, 0.08, 0.07, -0.14, -0.13, 0.08, 0.06, 0.08, 0.07, -0.15, -0.14, 0.08, 0.08, 0.07, 0.01, -0.14, -0.14, 0.08, 0.08, 0.08, 0.07, -0.16, -0.13, 0.08, 0.07, 0.08, 0.05],
  "charge": 1,
  "max_force_ev_per_a": 2.7,
  "total_energy_ev": -51841.9573,
  "homo_lumo_gap_ev": 7.94,
  "homo_energy_ev": -11.30,
  "multiplicity": 1,
  "lumo_ev": -3.36
}

---

Record 2
{
  "formula": "C21H64N4O9",
  "method": "ωB97M-V with the def2-TZVPD basis set",
  "symbols": ["C", "C", "C", "O", "C", "N", "H", "H", "H", "H", "H", "H", "H", "H", "H", "H", "H", "C", "C", "C", "O", "C", "N", "H", "H", "H", "H", "H", "H", "H", "H", "H", "H", "H", "C", "C", "C", "O", "C", "N", "H", "H", "H", "H", "H", "H", "H", "H", "H", "H", "H", "C", "C", "C", "O", "C", "N", "H", "H", "H", "H", "H", "H", "H", "H", "H", "H", "H", "C", "O", "H", "H", "H", "H", "C", "O", "H", "H", "H", "H", "C", "O", "H", "H", "H", "H", "C", "O", "H", "H", "H", "H", "C", "O", "H", "H", "H", "H"],
  "positions_angstrom": [[2.6452, 5.1900, 1.9964], [2.0938, 3.7697, 2.0317], [0.9172, 3.5158, 3.0819], [1.5181, 3.4459, 4.3807], [0.5866, 3.5975, 5.4938], [1.6026, 3.3552, 0.7620], [1.8890, 5.8490, 1.5696], [3.5625, 5.3025, 1.4185], [2.8292, 5.6018, 2.9887], [2.9156, 3.1279, 2.3493], [0.4094, 2.5690, 2.8982], [0.2197, 4.3499, 3.0054], [-0.3078, 2.9920, 5.3474], [0.3121, 4.6524, 5.4969], [0.9993, 3.4249, 6.4878], [1.3207, 2.4257, 1.0389], [2.3750, 3.1874, 0.1333], [-3.4497, -5.7436, -3.9044], [-1.9727, -6.0889, -3.6071], [-1.4639, -5.5973, -2.1928], [-1.4073, -4.1644, -2.1782], [-1.1256, -3.6550, -0.8841], [-1.9406, -7.5256, -3.7950], [-4.1503, -6.0880, -3.1437], [-3.7416, -6.1160, -4.8863], [-3.5268, -4.6611, -4.0057], [-1.3491, -5.6782, -4.4012], [-0.4575, -5.9624, -1.9879], [-2.0605, -6.0220, -1.3856], [-1.6781, -4.2227, -0.1354], [-1.4666, -2.6203, -0.9182], [-0.0881, -3.6269, -0.5512], [-2.4875, -7.9124, -3.0390], [-1.0196, -7.9376, -3.7502], [-3.6555, -0.1419, 1.1821], [-4.0831, -0.6606, -0.1715], [-5.4316, -1.3233, -0.1979], [-5.5333, -2.5767, 0.4874], [-5.1638, -3.6818, -0.3040], [-4.1886, 0.5813, -0.9238], [-3.5454, -0.9715, 1.8805], [-4.3320, 0.5719, 1.6522], [-2.6580, 0.2958, 1.2194], [-3.3039, -1.3114, -0.5683], [-5.7708, -1.4911, -1.2201], [-6.2472, -0.7282, 0.2129], [-5.0626, -4.5987, 0.2766], [-4.1838, -3.6028, -0.7747], [-5.7934, -4.0078, -1.1319], [-3.2599, 0.9702, -1.0040], [-4.4813, 0.3680, -1.8666], [6.1986, 0.9038, 0.1767], [4.7218, 0.4075, 0.0816], [3.9885, 1.1787, -0.9657], [4.0927, 2.5702, -0.7062], [3.6674, 3.3913, -1.8285], [4.7937, -0.9553, -0.3098], [6.3349, 1.9033, 0.5895], [6.7257, 0.9396, -0.7767], [6.8165, 0.3168, 0.8562], [4.2541, 0.4735, 1.0639], [2.9620, 0.8126, -0.9823], [4.3383, 1.0504, -1.9900], [3.2503, 4.3520, -1.5266], [3.0153, 2.9058, -2.5545], [4.5343, 3.6827, -2.4216], [5.6142, -1.2123, 0.2201], [5.1019, -1.1161, -1.2581], [3.0634, -1.9111, 2.3168], [2.4709, -1.8267, 1.0458], [3.7724, -2.7357, 2.3905], [3.5547, -1.0129, 2.6908], [2.3480, -2.2782, 3.0528], [3.1415, -1.4767, 0.4547], [-3.0657, 3.4275, -1.7137], [-1.9927, 2.5369, -1.5720], [-3.2994, 3.7825, -0.7100], [-2.7010, 4.3262, -2.2110], [-3.9635, 3.0323, -2.1890], [-1.1703, 2.9898, -1.7720], [-0.5763, -1.8502, 2.5834], [-0.0502, -2.8122, 3.5023], [-0.2041, -2.1943, 1.6184], [-1.6595, -1.9528, 2.5182], [-0.1658, -0.8654, 2.8068], [0.0465, -3.5912, 2.9496], [-0.0179, 5.4346, -1.8299], [0.3749, 4.1053, -1.6435], [-0.5038, 5.5575, -2.7978], [-0.7321, 5.7556, -1.0717], [0.8984, 6.0239, -1.8659], [0.6384, 3.9327, -0.7367], [0.3635, 0.3158, -0.2917], [1.0344, 0.5393, 0.9807], [-0.0659, 1.2368, -0.6862], [1.0818, -0.0740, -1.0129], [-0.5163, -0.2862, -0.0642], [1.6768, -0.1590, 1.1267]],
  "lowdin_charge": [-0.01, -0.31, -0.14, -0.19, -0.05, 0.27, 0.09, 0.09, 0.10, 0.20, 0.13, 0.13, 0.09, 0.09, 0.09, 0.08, 0.09, -0.07, -0.41, -0.18, -0.19, -0.13, 0.02, 0.07, 0.08, 0.07, 0.14, 0.12, 0.11, 0.08, 0.06, 0.08, 0.07, 0.07, -0.06, -0.43, -0.19, -0.16, -0.13, 0.04, 0.06, 0.09, 0.06, 0.12, 0.12, 0.14, 0.09, 0.06, 0.09, 0.03, 0.08, -0.04, -0.43, -0.20, -0.19, -0.06, 0.05, 0.08, 0.09, 0.08, 0.13, 0.10, 0.14, 0.08, 0.10, 0.10, 0.09, 0.11, -0.15, -0.14, 0.09, 0.08, 0.07, 0.02, -0.16, -0.16, 0.08, 0.07, 0.08, 0.02, -0.14, -0.12, 0.06, 0.07, 0.08, 0.07, -0.13, -0.14, 0.10, 0.09, 0.08, 0.03, -0.06, -0.15, 0.06, 0.09, 0.07, 0.03],
  "charge": 1,
  "max_force_ev_per_a": 3.6,
  "total_energy_ev": -47188.4690,
  "homo_lumo_gap_ev": [8.69, 2.26],
  "homo_energy_ev": [-10.75, -10.75],
  "multiplicity": 2,
  "lumo_ev": [-2.06, -8.49],
  "e_above_lowest_ev": 0.000,
  "s2": 0.755
}